[1]
Here is 11 unconnected molecules or ions with the total composition C80H81F10N2O3S from OMol25. Energies are from ωB97M-V/def2-TZVPD.

The geometry in XYZ format:
```
177
Properties=species:S:1:pos:R:3:lowdin_charge:R:1
C -7.7409 -0.4020 3.2090 -0.07
H 4.3438 0.6257 -6.7359 0.10
F 6.1671 -0.4028 7.1410 0.05
C -4.1204 -0.1547 -2.8713 -0.35
C 13.8938 -3.7858 8.9424 -0.10
H -6.7129 -3.5849 -4.7223 0.08
H 8.3858 1.1411 -1.7404 0.11
C 7.3365 -3.5735 5.8784 -0.08
H 13.4839 -3.1592 10.9526 0.10
H 3.1920 2.3690 1.4734 0.12
H 2.5863 5.8793 6.0347 0.11
H 5.9333 6.8456 8.5429 0.10
H -4.0575 3.9022 -4.2691 0.13
C 5.9447 3.6296 -0.0754 -0.08
C 6.9843 -1.3399 6.6168 -0.29
H -6.1703 3.1905 -3.0765 0.06
H -0.6563 0.3415 -4.3965 0.10
C -2.6402 0.2762 -6.3663 -0.18
H 0.2626 -6.1066 -9.7350 0.10
O -6.0307 -1.5182 -4.6736 -0.05
C -12.3138 -3.2067 5.2845 -0.08
C -0.6504 3.1829 1.1370 -0.09
F -11.9257 -0.4820 2.9530 0.04
C 13.3590 -2.9369 9.9014 -0.09
H -9.9559 1.6422 1.6748 0.11
H 9.2963 -3.9998 5.1196 0.10
F -5.5525 2.2896 2.2245 0.05
H 2.5831 -4.4800 -6.5073 0.11
H -7.8870 2.9999 1.3887 0.12
C -5.7482 -5.0851 -5.9094 -0.07
H -2.7784 2.6605 -5.5436 0.12
H -15.1190 -1.4350 5.9515 0.10
C 4.1882 0.7366 4.2818 -0.08
H 14.1414 -4.1537 6.8431 0.10
C 3.0412 5.9717 7.0121 -0.02
H -2.7492 1.1120 -7.0582 0.11
H -14.1406 0.0117 4.1774 0.12
C 3.3336 2.1391 2.5217 -0.03
C 9.1103 -1.9573 5.7486 -0.08
H 6.9678 -4.5771 5.7148 0.10
H -1.6254 -3.7879 -6.6503 0.11
C -9.0129 1.2824 2.0645 -0.07
C -6.5840 0.3468 3.0460 -0.04
H -6.1474 3.3635 -4.8207 0.09
H -6.5001 -0.4073 -0.0920 0.06
C 4.9116 6.5096 8.4292 -0.10
C 13.7255 -3.4970 7.5953 -0.08
H 14.4392 -4.6699 9.2433 0.10
F 0.5588 -3.3681 -5.3541 0.05
C -3.3331 -1.6787 -4.6102 -0.11
C -2.9840 3.0929 0.5373 -0.06
H -0.7781 0.1759 -7.4200 0.10
C 3.6372 1.5872 5.2320 -0.07
H -4.3702 2.1404 -6.0340 0.11
C -1.3376 3.4986 -1.1646 -0.02
H -6.1644 1.7564 -4.1617 0.02
C -0.2724 0.5592 -5.3873 -0.29
H 0.1419 3.1386 1.8699 0.08
H -9.8523 -0.5247 2.8407 0.07
H -1.7746 -5.0941 -8.7625 0.11
H -4.0106 2.9511 0.8270 0.08
H -11.7935 -4.1039 5.5913 0.10
H 5.2567 4.3181 0.3982 0.11
H 1.3671 -0.1479 -6.4038 0.04
C -1.9822 3.0132 1.5063 -0.07
F 7.3843 3.4564 -5.0485 0.04
C 6.5580 3.9681 -1.2735 -0.09
H 8.2767 -0.8532 -5.9171 0.10
C -8.9561 0.0601 2.7200 -0.09
H 2.5035 3.3968 5.5559 0.10
C 7.5634 -0.0399 -5.9271 -0.09
H -4.9815 -4.4048 -6.2562 0.10
H 12.2415 -1.1219 10.2535 0.12
C -3.6455 2.0785 -5.2174 -0.14
H -1.6746 -2.9574 -4.3954 0.03
H -4.6990 -0.0137 1.4361 0.04
F 1.0435 5.2307 8.0004 0.06
C -7.7312 -6.8191 -5.0252 -0.04
H 5.7218 2.1196 1.4449 0.08
F 11.8236 -0.4362 7.8002 0.05
H 4.9309 6.6625 6.2886 0.11
H 4.4604 0.3486 2.1891 0.11
C 2.8021 2.9700 3.4848 -0.28
H 5.9730 -1.2352 -6.7269 0.10
C -7.8668 2.0463 1.8983 -0.01
C 12.6609 -1.7995 9.5224 -0.02
C 7.4334 3.0768 -1.8790 -0.08
C 6.2694 -0.2544 -6.3810 -0.09
H 8.9537 1.4083 -5.1234 0.11
C 1.6396 -4.6311 -7.0143 -0.02
C 7.9505 1.2155 -5.4796 -0.03
C -4.4363 0.1563 0.3895 -0.14
C -3.7753 3.4616 -1.8174 -0.20
C 8.2772 -0.9882 6.2873 -0.01
C 7.7080 1.8516 -1.2865 -0.01
H -1.7328 -1.5344 -3.2323 0.07
H -8.4826 -5.1403 -3.9287 0.10
C 5.7256 2.0487 -5.9387 -0.01
C 1.5504 -5.3662 -8.1881 -0.09
C -5.7433 -6.4075 -6.3347 -0.03
C 2.3154 5.6531 8.1419 -0.29
C -12.4505 -1.2659 3.9182 -0.28
H 1.2683 -0.6978 -4.8834 0.04
C 7.0190 2.2331 -5.4963 -0.29
C 2.9376 2.7175 4.8346 -0.01
H -3.2683 0.4401 -2.5470 0.08
H -8.4957 -7.5120 -4.6987 0.11
C -4.0158 -0.3156 -4.4226 -0.35
C 0.3255 -5.5353 -8.8185 -0.10
H -4.2869 1.2255 0.2529 0.02
H 2.2419 5.4910 10.2696 0.12
C 4.0348 1.0124 2.9301 -0.09
H -4.7325 3.2662 -1.3208 0.11
H -13.9364 -3.4882 6.6581 0.10
H -4.9835 -6.7878 -7.0051 0.11
C -14.1798 -1.7064 5.4887 -0.09
H -1.0938 3.6855 -2.2019 0.12
C -13.6459 -0.8947 4.4985 -0.02
H -3.2742 -0.5034 -6.7868 0.12
C 0.4853 -4.0834 -6.4924 -0.28
N 1.1376 0.1256 -5.4559 -0.01
C -5.4150 -0.5275 -5.1086 -0.69
C -11.7703 -2.4085 4.2886 -0.01
H -2.2389 2.8285 2.5406 0.10
C -0.3360 3.4127 -0.2041 -0.08
H 5.0269 2.8738 -5.9228 0.12
C -4.2529 2.8392 -4.0547 -0.36
F 7.3365 0.3460 0.4830 0.05
F -6.7443 -8.5421 -6.2954 0.03
H -4.0079 -1.1402 -2.4318 0.07
C -5.5142 -0.3838 -0.5510 -0.51
H 7.9007 3.3321 -2.8173 0.09
C 7.0842 1.5413 -0.0953 -0.28
C 4.1596 6.1798 9.5486 -0.09
C 8.6433 -3.2483 5.5424 -0.09
H 8.6179 0.0252 6.4503 0.12
O -3.5517 2.5517 -2.8534 -0.16
H 4.5955 6.2563 10.5358 0.10
C 2.8479 5.7493 9.4120 -0.02
C 12.5051 -1.5361 8.1766 -0.29
F 2.1235 4.0661 3.0847 0.05
C -6.7395 -7.2471 -5.8819 -0.30
C -13.5166 -2.8600 5.8843 -0.10
H 6.3469 4.9199 -1.7420 0.10
H 0.6955 3.5486 -0.5017 0.09
C -2.6769 3.3425 -0.7995 -0.18
C -2.1909 -2.0713 -4.0549 0.01
H -10.8384 -2.6639 3.8027 0.12
H -0.2897 1.6388 -5.5472 0.10
H 3.7531 1.3702 6.2853 0.10
H -1.0216 -1.1913 -6.3563 0.07
C -1.1501 -0.1112 -6.4300 -0.19
H -3.4923 -0.3577 0.2157 0.08
H 2.4434 -5.8078 -8.6106 0.10
H -7.6892 -1.3542 3.7212 0.10
H 12.8762 -2.1302 6.1584 0.11
H -3.8165 4.4952 -2.1925 0.13
O -5.7129 0.2588 -6.0349 -0.03
C 6.4940 -2.6157 6.4238 -0.02
H -3.8410 -2.3727 -5.2687 0.10
H -5.2649 -1.4136 -0.8128 0.06
C -0.8187 -4.9691 -8.2717 -0.08
C -6.7289 -4.6206 -5.0436 -0.07
N -3.1393 0.7073 -5.0471 -0.06
C 6.2013 2.4035 0.5207 -0.02
H 5.4731 -2.8466 6.6968 0.12
C -5.7779 2.7553 -3.9935 -0.09
C 13.0230 -2.3671 7.2037 -0.02
C -7.7158 -5.4939 -4.6054 -0.08
C -0.7473 -4.2370 -7.0961 -0.01
H 4.7365 -0.1426 4.5932 0.09
H 10.1294 -1.7020 5.4914 0.10
S -5.6467 0.4893 -2.1227 0.95
C -6.6750 1.5589 2.3935 -0.29
C 4.3500 6.4057 7.1641 -0.08
C 5.3541 0.7896 -6.3863 -0.07
H -5.6250 0.0025 3.4084 0.12
```

Results
- HOMO: -4.5 eV
- E_tot: -4829.08717 Ha
- Largest force on an atom: 0.67 eV Å⁻¹
- Total charge: -1
- Spin multiplicity: 1

---

[2]
Here is a gas-phase ion, C3H6NO4S (charge -1) at a distorted geometry from OMol25. Energies are from ωB97M-V/def2-TZVPD.

The geometry in XYZ format:
```
15
Properties=species:S:1:pos:R:3:lowdin_charge:R:1
H 0.7504 2.2804 -1.4345 0.08
O -0.0842 -1.7823 2.8045 -0.12
H -0.2353 -1.4615 -1.6749 0.06
N -0.9963 -1.2592 2.0851 -0.48
H 1.9484 1.1553 -0.6520 0.05
C -0.0221 0.3167 -0.7345 -0.72
H 0.8196 2.1357 0.2420 0.06
H 0.8547 -1.4945 -0.1947 0.06
C 0.4994 -1.0407 -1.0731 -0.07
O -1.1160 1.3786 1.3505 -0.50
O -1.3023 0.5989 -1.1620 -0.31
H 1.4148 -0.8759 -1.6623 0.07
C 0.9577 1.5289 -0.6602 -0.03
O -2.2234 -1.6017 2.1498 -0.17
S -1.2655 0.1212 0.6162 1.02
```

Results
- HOMO: -4.4 eV
- Energy relative to the best compared isomer or geometry (same formula, charge and spin): 110.3 kcal per mole
- E_tot: -871.69189 Ha
- Largest force on an atom: 3.80 eV Å⁻¹
- Total charge: -1
- SMILES: CC1(C)O[S@]1(=O)=[N+]([O-])[O-]
- Spin multiplicity: 1

---

[3]
Here is 2 unconnected molecules or ions with the total composition C19H31F3NO4S at a distorted geometry from OMol25. Energies are from ωB97M-V/def2-TZVPD.

The geometry in XYZ format:
```
59
Properties=species:S:1:pos:R:3:lowdin_charge:R:1
H -2.1833 -3.2768 -0.9307 0.11
H 2.6029 4.6122 1.8640 0.12
H -3.8533 -2.9106 -2.3237 0.09
H 3.1842 1.9028 2.2107 0.10
C 3.6188 4.0713 1.9193 -0.09
O -2.1800 -1.6475 -2.2320 -0.21
F 5.1113 4.6553 0.0443 0.06
C 0.0278 0.9992 1.4624 -0.14
C 1.1962 4.9349 6.0208 -0.26
C -1.4850 -2.6493 -1.4949 -0.22
C -1.1730 1.6456 0.7060 -0.02
C 0.1098 1.3446 3.0400 -0.33
H -1.6371 -3.7672 -3.9879 0.07
O -0.1869 0.5199 3.9294 0.09
H 1.9595 -0.2862 1.4742 0.10
H -3.1452 -2.4126 -3.8949 0.07
H 4.3539 4.8594 2.3293 0.15
F 3.0787 3.8241 -0.5346 0.07
C 2.2721 4.7697 4.8277 -0.27
C -0.1954 0.5140 -1.4750 -0.05
H -3.2817 -5.7447 -6.4601 0.09
H 0.6601 3.4595 2.3633 0.11
H -0.2976 3.3424 3.9409 0.13
H -2.6046 -5.0647 -2.1174 0.10
C 4.1038 3.7243 0.4402 -0.40
C 1.1219 0.1189 0.8202 -0.02
H -1.9211 2.2893 1.2993 0.11
H -2.5863 -4.2052 -5.8619 0.08
H 3.3522 4.9713 5.1250 0.12
H 2.2866 4.6171 7.6484 0.12
H -3.1324 -7.0221 -3.5334 0.12
C -3.4424 -4.8834 -5.8051 -0.11
O -3.6714 -5.2981 -4.4671 -0.20
C 1.0065 -0.1348 -0.7219 -0.04
H 4.5089 2.5413 3.3550 0.13
C 3.4944 2.7748 2.8829 -0.30
H -1.9646 -6.4946 -4.7480 0.12
C -2.6377 -6.1440 -3.9590 -0.21
H -4.3284 -4.3465 -6.1493 0.09
H 1.8170 -0.7552 -1.2185 0.10
F 4.6777 2.4383 0.3039 0.07
C 0.5649 2.8768 3.3585 -0.26
H -0.2365 0.3341 -2.6026 0.11
S 2.2091 2.9858 4.2062 1.10
O 1.9134 5.4045 7.1819 -0.08
H -2.1463 1.8960 -1.3650 0.11
H 0.7604 3.9021 6.2539 0.12
H 0.3309 5.6197 5.7336 0.15
H -0.8962 -2.1094 -0.7466 0.09
H 1.9132 5.3992 3.9317 0.11
C -3.3649 -2.1011 -2.8720 -0.09
H -1.2176 -6.1525 -2.3400 0.12
H -4.0589 -1.2595 -2.9325 0.09
H 0.1327 -4.0704 -1.6750 0.12
H 0.1683 -2.7665 -2.8518 0.11
C -0.4974 -3.4694 -2.3394 -0.20
C -1.2796 1.3939 -0.8138 -0.03
C -1.8719 -5.4330 -2.8433 -0.21
N -1.0606 -4.3368 -3.3754 -0.05
```

Results
- HOMO: -10.2 eV
- E_tot: -1795.54889 Ha
- Largest force on an atom: 4.67 eV Å⁻¹
- Total charge: +1
- Spin multiplicity: 1

---

[4]
Here is 10 unconnected molecules or ions with the total composition C17H56N16O10 at a distorted geometry from OMol25. Energies are from ωB97M-V/def2-TZVPD.

The geometry in XYZ format:
```
99
Properties=species:S:1:pos:R:3:lowdin_charge:R:1
O 1.5250 -0.5583 1.1778 -0.13
H 3.8386 -2.2960 0.1356 0.09
N -7.0109 3.6372 -4.5885 0.03
C -0.5451 0.3627 0.2930 -0.05
H 5.5465 -2.7783 -0.6558 0.13
C 6.7130 1.1834 2.4771 -0.06
N -0.5731 -5.0192 0.6546 0.15
H 6.2734 1.6465 5.1016 0.07
N 1.2737 -0.6459 -3.4692 0.19
N 6.3788 0.6823 4.8201 0.03
H -4.4180 3.7863 -3.8716 0.11
C 5.9456 0.3472 3.4651 -0.47
H -6.2515 0.3065 -4.3463 0.06
H -1.0252 -5.9216 0.6160 0.13
O 0.2167 1.2925 -3.8308 0.00
H -4.9838 1.4657 -1.7443 0.08
H -3.8166 2.7903 -1.6448 0.08
H -3.1983 1.1300 -1.4556 0.06
O -2.6650 -3.7653 -1.1807 0.00
H -0.8814 -0.6702 0.2027 0.06
N -2.5348 0.1215 3.6512 0.21
H -0.9443 0.9876 -0.5059 0.06
C -3.1662 -2.6994 -0.7798 -0.72
H 0.6305 4.4476 -4.2392 0.10
N -4.7063 0.1786 3.4916 0.16
N -3.3927 -1.6421 -1.4973 0.18
H 1.2445 1.4373 0.7844 0.12
H -6.3912 4.4317 -4.6585 0.05
H 4.8744 0.5461 3.4308 0.12
C -3.5237 0.1845 2.8646 -0.75
H -3.7243 -1.4929 0.8498 0.05
H 2.3014 2.2645 -3.5308 0.11
N 3.5333 -1.6136 -0.5435 0.19
H 6.2681 1.0513 1.4908 0.08
O 5.0763 -1.9859 3.8842 -0.18
H 0.1576 -2.8873 0.1750 0.08
H -4.3412 2.6118 -5.1698 0.12
C 0.8533 -0.6759 4.5422 -0.75
H 6.4146 2.1880 2.7769 0.08
H -0.7586 2.9318 -3.2986 0.07
O 0.7214 0.2074 3.7029 0.03
N 5.3157 -2.0880 -1.3561 0.17
C 1.2132 0.6632 -3.5263 -0.75
H 3.1560 -2.8456 3.5420 0.08
C 1.0018 0.4603 0.3663 -0.27
O -1.4130 5.8702 -2.3025 -0.06
H 0.6231 -2.5752 4.9498 0.12
H -1.6746 -0.1382 3.1900 0.10
H -1.0947 0.7234 1.1625 0.05
C 3.8536 -2.0889 3.1831 -0.10
H 1.7728 -3.4368 -0.3887 0.08
H 0.4397 -1.1974 -3.6122 0.12
C -6.6111 1.2066 -4.8448 -0.07
N -1.1091 3.6287 -2.6571 0.19
H -7.6315 3.9251 -3.8455 0.06
C -3.9505 1.7504 -1.9427 -0.07
H -0.1586 6.0111 -4.3642 0.11
H -5.5695 0.4286 3.0305 0.12
N -0.1222 5.0734 -3.9906 0.15
O -3.4938 0.2595 1.6367 0.00
O 4.0040 -0.8120 -2.6031 0.04
H -4.7403 -0.0300 4.4792 0.10
N 0.7310 -1.9103 4.1972 0.17
H 4.0040 -2.3759 2.1424 0.07
O 1.0753 -5.8032 -0.6218 0.03
H -3.5833 -0.8434 -0.9093 0.08
H 1.2139 -0.5391 2.0858 0.01
H -6.4787 2.3453 -3.0599 0.11
H 2.7060 -1.0616 -0.3673 0.07
C 0.4446 -4.8749 -0.1428 -0.76
C -0.8853 4.8823 -2.9280 -0.72
H 7.7597 0.8822 2.5200 0.09
H 2.0915 -1.0492 -3.0349 0.07
H 3.1402 0.7952 -2.8869 0.06
H 5.8451 0.1315 5.4774 0.07
H 7.0962 -1.4273 3.5692 0.13
C 4.2217 -1.4836 -1.6231 -0.76
H 0.7204 0.3367 6.1571 0.12
H -0.8528 -4.2547 1.2523 0.09
H 1.4490 0.4246 -0.6270 0.09
H 0.5205 -2.1032 3.2284 0.12
H 6.0131 -1.7611 -2.0094 0.13
H 6.0682 -1.2824 2.1545 0.11
H -2.8540 -1.6286 -2.3516 0.13
H -6.2174 1.0576 -5.8502 0.08
N 2.3269 1.3181 -3.1789 0.17
H 3.3256 -1.1716 3.4437 0.07
H -3.1728 -3.0966 1.2076 0.09
H -7.6490 0.9204 -4.6748 0.07
C -4.6325 2.7489 -4.1284 -0.17
H -1.6022 3.4886 -1.7869 0.10
C 6.0873 -1.1793 3.2394 -0.17
C -6.2033 2.5036 -4.1026 -0.41
N -3.4144 -2.3963 0.5212 0.15
N 0.8836 -0.6182 5.8717 0.18
O -3.8412 1.7923 -3.3995 -0.21
N 0.8019 -3.5907 -0.1570 0.17
H -2.8279 -0.1293 4.5847 0.12
H 0.9436 -1.4037 6.5038 0.12
```

Results
- HOMO: -8.7 eV
- Energy relative to the best compared isomer or geometry (same formula, charge and spin): 0.0 kcal per mole
- E_tot: -2309.89619 Ha
- Largest force on an atom: 7.74 eV Å⁻¹
- Total charge: 0
- SMILES: COC[C@H](C)N.COC[C@H](C)N.NC(N)=O.NC(N)=O.NC(N)=O.NC(N)=O.NC(N)=O.NC(N)=O.NC(N)=O.CCO
- Spin multiplicity: 1